Entry 1:
C5H12O | ωB97M-V/def2-TZVPD

Values from the calculation:
E_LUMO: 0.936 eV
Gap between HOMO and LUMO: 10.286 eV
Largest force on an atom: 1.6 eV/Å
E_HOMO: -0.3436 Ha
Calculated total energy: -272.82500 hartree

Structure (XYZ):
```
18
Properties=species:S:1:pos:R:3:forces:R:3
C -0.1622 -0.6501 -0.9329 0.2305 0.5028 0.2660
C 0.9114 -0.6080 0.1291 0.2997 -0.0390 0.3468
C 0.9927 -1.7090 1.1523 0.0312 -0.2008 0.1128
C 0.5017 0.7608 0.6312 0.3665 -0.0236 0.4036
C 0.2145 1.3004 -0.7221 0.2596 -0.7402 0.0299
O -1.6674 1.2808 -2.2166 -0.9986 -0.1840 -1.2322
H 0.0459 -1.3297 -1.7924 -0.0094 1.0417 0.0925
H -1.1530 0.5325 -1.8522 -0.5962 0.6243 -0.2613
H -1.1343 -0.9858 -0.5220 0.2402 0.7052 -0.0410
H 1.8651 -0.4991 -0.4037 0.0462 -0.0587 0.2221
H 0.0412 -1.8029 1.6880 0.1240 -0.0416 -0.0461
H 1.7742 -1.4621 1.8782 -0.0941 -0.1855 -0.0047
H 1.2319 -2.6708 0.6919 -0.0122 -0.0013 0.0986
H -0.4664 0.6747 1.1505 0.3131 -0.0145 0.0832
H 1.1837 1.3459 1.2463 0.1739 -0.0252 0.1627
H 1.0489 1.3918 -1.4175 0.2163 -0.2512 0.2924
H -0.3187 2.2739 -0.7206 -0.3762 -1.2222 -0.3541
H -1.0949 1.5873 -2.9268 -0.2145 0.1137 -0.1713
```
Positions in Å, forces in eV/Å.

---

Entry 2:
C5H6BrCl | ωB97M-V/def2-TZVPD

Values from the calculation:
E_LUMO: 0.710 eV
Gap between HOMO and LUMO: 8.868 eV
Largest force on an atom: 4.2 eV/Å
E_HOMO: -0.2998 Ha
Calculated total energy: -3228.16702 hartree

Structure (XYZ):
```
13
Properties=species:S:1:pos:R:3:forces:R:3
C -0.8780 0.3248 1.1516 -2.9241 0.9919 -0.0021
C -0.9488 -1.0959 0.6304 -1.9154 -0.8408 -1.6765
C 0.2850 0.3424 -1.4986 -1.0448 2.6387 0.0588
C -0.3180 -0.0404 -0.1473 3.8141 1.0815 -1.4724
C 1.4935 0.4057 -0.5700 -3.2020 -0.6812 1.0697
Cl 1.8856 1.9852 0.0866 -0.2789 -0.2532 -0.3355
Br 2.7902 -0.8540 -0.0531 -0.1799 -0.3823 -0.5614
H -1.8743 0.8692 1.3068 1.5595 -0.5410 -0.5713
H -0.2122 0.4802 1.9822 0.3845 0.0287 0.1006
H -0.5434 -1.8663 1.1789 2.1050 -1.2405 1.2301
H -1.8467 -1.6656 0.1981 0.6161 1.8156 0.3544
H 0.1274 -0.3304 -2.3550 0.6072 -0.1485 0.6981
H 0.0399 1.4450 -1.9105 0.4586 -2.4688 1.1074
```
Positions in Å, forces in eV/Å.

---

Entry 3:
C17H32Cl2NiO2P2 | ωB97M-V/def2-TZVPD

Values from the calculation:
E_LUMO (alpha / beta): 0.518 / 0.370 eV
Gap between HOMO and LUMO (alpha / beta): 4.357 / 7.115 eV
2S+1: 3
Largest force on an atom: 3.1 eV/Å
E_HOMO (alpha / beta): -0.1411 / -0.2479 Ha
Calculated total energy: -3928.55614 hartree

Structure (XYZ):
```
56
Properties=species:S:1:pos:R:3:forces:R:3
P 0.4651 -2.1039 0.8963 -0.0502 1.4116 -2.0214
P -0.5335 2.0986 1.9672 -0.1764 -1.8043 -1.2102
C 1.4758 -0.8572 -0.2183 1.5620 -0.2216 2.2725
C 1.3444 0.5993 0.0676 0.3423 0.8057 0.7341
H 1.2899 -1.0845 -1.2685 0.2407 -0.5048 -0.5606
H 2.4722 -1.2861 -0.1042 0.2242 -0.1055 -0.0991
H 1.6330 0.8766 1.1044 -0.4718 -0.3362 -0.7894
H 1.7277 1.3344 -0.6601 0.5405 -0.7272 0.2389
C -2.0619 3.0280 1.6499 -0.2683 0.7383 0.5456
H -2.1087 3.8651 2.3741 -0.1786 -0.1654 -0.5079
H -2.9222 2.3649 1.8257 0.3416 0.1392 0.0101
H -2.1468 3.3937 0.6207 0.2371 -0.0395 0.1851
C 0.8348 3.2476 1.6502 0.0025 0.7654 0.1759
H 0.9516 3.3668 0.5604 -0.1365 0.0320 0.4155
H 1.7759 2.8234 2.0444 -0.5430 0.2426 -0.1644
H 0.6093 4.2149 2.1395 0.3219 -0.2593 -0.3286
C -0.6891 -3.3594 0.3058 -0.0650 -0.4574 -0.2357
H -0.8449 -3.9893 1.1937 -0.0483 -0.2417 -0.3325
H -0.2614 -3.9425 -0.5142 -0.1736 -0.0069 0.0850
H -1.6421 -2.9124 0.0040 0.3489 -0.0218 0.0832
C 1.9354 -3.0605 1.2914 0.0462 -0.5767 0.6970
H 2.7514 -2.3740 1.5528 -0.2436 -0.2800 0.0177
H 2.2099 -3.6347 0.3982 0.0689 0.0207 0.3001
H 1.7152 -3.7129 2.1390 0.2582 -0.2564 -0.1395
Ni -0.0107 -0.0216 -1.2456 -1.5401 -1.9271 1.9560
C 0.1602 1.0620 -2.7619 -0.1926 1.7138 -1.0550
C -1.2049 0.8755 -2.3295 -0.0058 0.6057 -1.8556
C -2.2781 0.2901 -3.2467 0.3431 0.4600 1.2198
C -1.8200 -1.0035 -3.9199 -0.4386 0.3407 -0.3714
C -1.0663 -1.8750 -2.9737 0.7524 -0.5099 0.0590
C 0.2871 -1.8600 -2.8118 -0.9937 -1.4292 -1.4042
C 1.2823 -1.0702 -3.6227 0.2988 0.8889 -0.5203
C 0.8269 0.3753 -3.9584 -0.0331 0.2461 -0.5520
C -0.3225 -1.6530 2.4319 0.4816 0.7507 0.4835
H 0.5898 2.0445 -2.4759 0.0357 -0.7132 -0.2166
H -1.5087 1.5484 -1.5571 -0.7200 0.9296 -0.0546
H -2.5465 1.0863 -3.9549 -0.1758 -0.3974 -0.1527
H -3.1448 0.0607 -2.6191 -0.1197 0.1117 -0.1678
H -2.7026 -1.5222 -4.2937 -0.0782 -0.2276 0.1359
H -1.2450 -0.7866 -4.8141 0.1484 -0.0618 0.0888
H -1.6896 -2.6300 -2.4577 0.6882 0.4388 -0.1071
H 0.6940 -2.7645 -2.3514 0.0297 0.3685 0.4447
H 1.5528 -1.6082 -4.5400 -0.2554 -0.0817 -0.0899
H 2.2549 -0.9490 -3.1305 -0.2410 -0.3200 0.4483
H 1.6998 0.9704 -4.2940 -0.2538 -0.3529 0.4036
H 0.2036 0.3414 -4.8657 0.0210 0.2008 0.3645
H 0.5071 -1.4649 3.1030 0.0100 0.0890 0.5976
H -0.9698 -2.4458 2.8212 0.2488 0.0853 -0.2224
H -0.8634 -0.7180 2.3305 -0.1290 0.0704 -0.1259
Cl 0.5124 3.9228 5.9656 -0.0199 -0.4372 0.1932
C 0.1921 2.1648 5.8386 -0.6460 0.2304 -0.3666
Cl -1.5108 1.7828 6.3201 1.0952 0.0601 0.1265
C 0.4130 1.8121 4.3808 -0.3385 0.0762 -1.2424
O 1.4466 1.3174 3.9658 -1.3399 0.4759 0.5799
O -0.6534 2.2022 3.6442 1.3707 0.1717 1.4893
H 0.9334 1.6199 6.4024 -0.1824 -0.0071 0.5423
```
Positions in Å, forces in eV/Å.